ORCA calculation (ωB97M-V with the def2-TZVPD basis set) on a cluster of 2 separate species, C4H11N3O in total.

CARTESIAN COORDINATES (ANGSTROEM)
C  -1.333  -0.279  0.804
N  -0.315  -1.106  0.079
C  1.242  -0.867  1.759
N  0.766  -1.682  0.907
H  -0.785  -1.945  -0.262
H  -1.582  -0.791  1.731
H  -0.917  0.712  0.978
H  -2.215  -0.208  0.174
H  0.879  0.127  1.979
H  2.086  -1.248  2.325
N  0.598  2.032  0.028
C  0.250  -0.438  -1.166
C  -0.617  0.117  -2.040
O  1.379  0.844  -0.078
H  0.014  2.054  -0.826
H  1.259  2.797  -0.113
H  1.163  -0.923  -1.467
H  -1.603  0.468  -1.774
H  -0.268  0.337  -3.038

- HOMO-LUMO gap: 7.735 eV
- E_LUMO: 0.7 eV
- HOMO: -0.25696 Eh
- 2S+1: 1
- ΔE to the lowest compared entry with this formula, charge and spin: 7.465 eV
- Energy: -10837.74609 eV

Atomic partial charges in e from the natural (NBO) method, atoms 1 to 2:
1. C -0.455
2. N -0.259

ORCA calculation (ωB97M-V with the def2-TZVPD basis set) on a cluster of 2 separate species, C4H11N3O in total at a distorted geometry.

CARTESIAN COORDINATES (ANGSTROEM)
N  -0.171  -0.349  -1.822
C  -0.367  0.910  -1.095
C  0.859  1.568  -0.432
N  0.805  1.530  1.044
C  1.383  0.267  1.505
C  0.204  -0.615  1.674
N  0.028  -1.845  1.176
O  -1.960  -1.893  -0.498
H  -0.891  -0.590  -2.500
H  -0.162  -1.161  -1.241
H  -1.074  0.649  -0.397
H  -0.882  1.603  -1.760
H  1.705  1.122  -0.907
H  0.918  2.634  -0.674
H  -2.892  -1.772  -0.569
H  1.897  0.362  2.515
H  2.187  -0.176  0.835
H  -0.642  -0.198  2.175
H  -0.946  -2.048  0.971

- HOMO-LUMO gap: 3.710 eV
- E_LUMO: -4.4 eV
- HOMO: -0.29712 Eh
- 2S+1: 1
- ΔE to the lowest compared entry with this formula, charge and spin: 9.781 eV
- Energy: -10835.42979 eV

Atomic partial charges in e from the natural (NBO) method, atoms 1 to 2:
1. N -0.807
2. C -0.223

ORCA calculation (ωB97M-V with the def2-TZVPD basis set) on an isolated molecule of C4H11N3O.

CARTESIAN COORDINATES (ANGSTROEM)
C  -1.235  -1.307  -0.837
C  -0.995  -0.112  0.037
N  0.087  2.062  0.113
N  -2.092  0.432  0.586
N  0.115  0.692  -0.183
H  -0.104  2.264  1.094
H  -0.543  2.561  -0.502
H  -1.995  1.197  1.236
H  -2.933  -0.119  0.644
H  -0.300  -1.656  -1.256
H  -1.661  -2.116  -0.246
H  -1.930  -1.022  -1.636
C  2.368  -0.485  -0.339
C  1.199  -0.113  0.568
O  0.481  -1.142  1.066
H  1.563  0.626  1.319
H  3.159  -0.924  0.271
H  2.763  0.391  -0.859
H  2.054  -1.227  -1.076

- HOMO-LUMO gap: 8.440 eV
- E_LUMO: 0.6 eV
- HOMO: -0.28851 Eh
- 2S+1: 1
- ΔE to the lowest compared entry with this formula, charge and spin: 3.562 eV
- Energy: -10841.64940 eV

Atomic partial charges in e from the natural (NBO) method, atoms 1 to 2:
1. C -0.661
2. C 0.657

ORCA calculation (ωB97M-V with the def2-TZVPD basis set) on an isolated molecule of C4H11N3O at a distorted geometry.

CARTESIAN COORDINATES (ANGSTROEM)
O  1.023  1.290  1.880
C  0.373  0.569  1.183
N  0.162  -0.726  1.609
C  -0.343  -1.812  0.727
N  -1.170  -2.741  1.388
C  -0.273  1.044  -0.095
N  0.582  0.945  -1.239
C  0.877  2.103  -2.064
H  0.706  -1.161  2.369
H  0.499  -2.263  0.205
H  -0.869  -1.325  -0.088
H  -1.188  -3.622  1.018
H  -1.804  -2.303  1.989
H  -0.696  2.015  -0.042
H  -1.230  0.633  -0.258
H  0.379  0.214  -1.903
H  1.738  1.894  -2.663
H  -0.069  2.387  -2.564
H  1.303  2.858  -1.451

- SMILES string: CNCC(=O)NCN
- HOMO-LUMO gap: 9.513 eV
- E_LUMO: 0.8 eV
- HOMO: -0.31924 Eh
- 2S+1: 1
- ΔE to the lowest compared entry with this formula, charge and spin: 2.279 eV
- Energy: -10842.93254 eV

Atomic partial charges in e from the natural (NBO) method, atoms 1 to 2:
1. O -0.592
2. C 0.675

ORCA calculation (ωB97M-V with the def2-TZVPD basis set) on a cluster of 2 separate species, C4H11N3O in total at a distorted geometry.

CARTESIAN COORDINATES (ANGSTROEM)
C  -1.874  -0.334  0.792
C  -0.800  1.220  -0.911
C  -0.614  0.279  0.232
N  0.258  2.061  -1.140
N  0.434  0.599  1.100
O  -1.777  1.180  -1.647
H  0.129  2.765  -1.848
H  0.912  2.234  -0.396
H  0.160  0.496  2.073
H  -1.648  -1.242  1.357
H  -2.389  0.360  1.465
H  -2.563  -0.573  -0.016
C  2.020  -1.384  -0.145
N  0.898  -1.645  -0.801
H  0.436  -2.492  -0.479
H  0.040  -0.777  -0.632
H  2.437  -2.079  0.577
H  1.278  -0.052  0.973
H  2.666  -0.616  -0.554

- HOMO-LUMO gap (alpha / beta): 7.792 / 7.793 eV
- E_LUMO (alpha / beta): 0.0 / 0.0 eV
- HOMO (alpha / beta): -0.28731 / -0.28732 Eh
- 2S+1: 1
- ΔE to the lowest compared entry with this formula, charge and spin: 3.010 eV
- Energy: -10842.20152 eV

Atomic partial charges in e from the natural (NBO) method, atoms 1 to 2:
1. C -0.636
2. C 0.633

ORCA calculation (ωB97M-V with the def2-TZVPD basis set) on a cluster of 2 separate species, C4H11N3O2 in total at a distorted geometry.

CARTESIAN COORDINATES (ANGSTROEM)
C  -1.411  2.877  1.846
C  -0.544  3.330  0.700
O  -1.140  4.344  0.090
O  0.570  2.997  0.410
H  -0.991  3.157  2.799
H  -1.516  1.827  2.055
H  -2.454  3.295  1.834
C  0.952  -2.417  0.790
C  0.548  -2.272  -1.626
N  0.648  -2.796  -2.790
N  0.164  -2.743  -0.360
N  0.965  -0.930  -1.455
H  0.300  -3.705  -2.943
H  -0.850  4.704  -0.848
H  -0.164  -3.721  -0.466
H  0.170  -0.344  -1.121
H  1.400  -0.482  -2.242
H  0.627  -3.207  1.511
H  0.710  -1.379  1.092
H  2.016  -2.534  0.725

- SMILES string: [H]/N=C(/N)NC.CC(=O)O
- HOMO-LUMO gap: 9.253 eV
- E_LUMO: 0.5 eV
- HOMO: -0.32149 Eh
- 2S+1: 1
- ΔE to the lowest compared entry with this formula, charge and spin: 1.710 eV
- Energy: -12891.11951 eV

Atomic partial charges in e from the natural (NBO) method, atoms 1 to 2:
1. C -0.743
2. C 0.793